Entry 1:
Molecular formula: C4H5NO2
Method: DFT, ωB97M-V/def2-TZVPD

Geometry as XYZ:
```
12
C4H5NO2 (ωB97M-V/def2-TZVPD)
C 0.39 -1.34 -1.07
C 0.17 -0.12 -0.28
C 0.26 -0.40 1.04
O -0.33 0.62 1.75
C -0.65 1.60 0.87
O -1.20 2.63 1.16
N -0.25 1.18 -0.40
H -0.52 -1.90 -1.28
H 0.99 -1.26 -2.00
H 0.50 -1.88 0.00
H 1.18 -0.79 1.46
H -0.54 1.68 -1.22
```

Results
- SMILES: Cc1coc(=O)[nH]1
- Energy above the lowest of the compared OMol25 structures with the same formula, charge and spin: 2.239 eV
- HOMO: -8.59 eV
- Gap between HOMO and LUMO: 9.252 eV
- LUMO energy: 0.66 eV

Mulliken population analysis, charges in e, atoms 1 to 6: C -0.99; C 0.53; C -0.40; O -0.27; C 0.40; O -0.56

Entry 2:
Molecular formula: C4H5NO2
Method: DFT, ωB97M-V/def2-TZVPD

Geometry as XYZ:
```
12
C4H5NO2 (ωB97M-V/def2-TZVPD)
O -1.87 -0.92 -1.52
C -2.01 -0.02 -0.74
C -0.97 0.35 0.32
O -1.17 1.25 1.10
N 0.12 -0.50 0.33
C 1.34 -0.07 0.95
C 1.28 -0.28 -0.52
H -2.91 0.61 -0.70
H 1.82 -0.82 1.57
H 1.35 0.95 1.34
H 1.28 0.61 -1.15
H 1.73 -1.17 -0.97
```

Results
- SMILES: O=CC(=O)N1CC1
- Energy above the lowest of the compared OMol25 structures with the same formula, charge and spin: 1.978 eV
- HOMO: -10.00 eV
- Gap between HOMO and LUMO: 9.672 eV
- LUMO energy: -0.33 eV

Mulliken population analysis, charges in e, atoms 1 to 6: O -0.44; C -0.01; C 0.54; O -0.53; N -0.16; C -0.35

Entry 3:
Molecular formula: C4H5NO2
Method: DFT, ωB97M-V/def2-TZVPD

Geometry as XYZ:
```
12
C4H5NO2 (ωB97M-V/def2-TZVPD)
O -2.70 1.11 -0.01
C -1.87 0.43 0.53
C -0.12 0.07 -0.86
C -0.37 0.71 0.49
N 2.66 -0.16 0.49
C 2.45 -1.15 -0.07
O -0.01 -1.13 -1.01
H -2.12 -0.54 0.99
H -0.17 0.76 -1.72
H -0.12 1.77 0.48
H 0.16 0.19 1.29
H 2.21 -2.05 -0.60
```

Results
- SMILES: O=CCC=O.C#N
- Energy above the lowest of the compared OMol25 structures with the same formula, charge and spin: 2.120 eV
- HOMO: -10.17 eV
- Gap between HOMO and LUMO: 10.416 eV
- LUMO energy: 0.24 eV

Mulliken population analysis, charges in e, atoms 1 to 6: O -0.46; C -0.05; C -0.05; C -0.30; N -0.43; C 0.18

Entry 4:
Molecular formula: C4H5NO2
Method: DFT, ωB97M-V/def2-TZVPD

Geometry as XYZ:
```
12
C4H5NO2 (ωB97M-V/def2-TZVPD)
O -2.39 -0.18 -0.58
C -1.65 0.74 -0.80
C -0.28 0.93 -0.15
O 0.14 2.05 0.00
N 0.45 -0.22 0.32
C 1.33 -0.07 1.29
C 0.35 -1.28 -0.53
H -1.92 1.61 -1.42
H 1.84 -0.95 1.65
H 1.58 0.93 1.61
H 1.18 -1.98 -0.51
H -0.62 -1.57 -0.89
```

Results
- Energy above the lowest of the compared OMol25 structures with the same formula, charge and spin: 3.760 eV
- HOMO (spin up / spin down): -7.57 / -7.85 eV
- Gap between HOMO and LUMO (spin up / spin down): 6.847 / 7.098 eV
- LUMO energy (spin up / spin down): -0.72 / -0.75 eV

Mulliken population analysis, charges in e, atoms 1 to 6: O -0.43; C -0.05; C 0.47; O -0.47; N 0.10; C -0.44

> Which of these has the highest energy above the lowest of the compared OMol25 structures with the same formula, charge and spin?

number 4